No. 1
{"formula": "C11H14BCuN7S", "method": "the ωB97M-V functional and the def2-TZVPD basis", "symbols": ["H", "N", "B", "N", "C", "Cu", "H", "C", "H", "C", "H", "C", "H", "H", "H", "N", "N", "N", "N", "C", "C", "H", "H", "C", "C", "C", "C", "H", "H", "H", "H", "H", "S", "C", "N"], "positions_angstrom": [[-0.202, 2.820, 2.171], [0.102, 1.556, 0.484], [0.707, 0.588, -1.732], [0.634, 1.801, -0.764], [0.972, 3.106, -0.886], [-0.965, -1.376, 0.773], [1.389, 3.473, -1.802], [0.675, 3.731, 0.325], [0.813, 4.762, 0.565], [0.147, 2.712, 1.149], [1.252, 0.895, -2.756], [-1.579, -1.992, 2.834], [-2.513, -1.981, 3.444], [-0.762, -2.398, 3.411], [-1.887, -2.789, 2.089], [-0.805, 0.135, -1.888], [1.494, -0.527, -0.978], [-1.386, -0.686, -0.877], [1.031, -1.158, 0.152], [-1.694, 0.268, -2.899], [2.771, -0.884, -1.183], [-1.456, 0.726, -3.863], [3.280, -0.536, -2.044], [-2.915, -0.258, -2.457], [3.178, -1.699, -0.152], [-2.734, -0.806, -1.210], [2.074, -1.799, 0.693], [-3.829, -0.328, -3.033], [4.142, -2.150, -0.042], [-3.423, -1.225, -0.477], [2.039, -2.271, 1.658], [-0.686, -1.445, -1.068], [-1.191, -0.147, 2.581], [0.208, -0.060, 3.522], [1.118, -0.059, 4.261]], "nbo_charge": [0.20, -0.33, 0.56, -0.35, -0.02, 0.90, 0.21, -0.37, 0.22, -0.06, -0.04, -0.83, 0.26, 0.26, 0.24, -0.37, -0.33, -0.58, -0.44, -0.06, 0.01, 0.23, 0.22, -0.30, -0.36, -0.18, -0.03, 0.23, 0.23, 0.20, 0.21, 0.38, 0.32, 0.02, -0.28], "de_lowest_kcal_mol": 0.00, "e_homo_ev": [-5.3, -8.3], "e_lumo_ev": [-0.177, -0.191], "homo_lumo_gap_ev": [5.15, 8.16], "total_charge": 0, "multiplicity": 2}



No. 2
{"formula": "C11H14BF4InN6S5Sb", "method": "the ωB97M-V functional and the def2-TZVPD basis", "symbols": ["In", "C", "C", "N", "N", "C", "N", "S", "C", "C", "C", "C", "C", "N", "H", "H", "H", "H", "H", "H", "H", "H", "H", "H", "S", "Sb", "S", "S", "S", "N", "C", "C", "C", "N", "H", "H", "H", "H", "F", "B", "F", "F", "F"], "positions_angstrom": [[-0.700, 0.440, -0.918], [-0.623, -2.601, 2.598], [-0.878, -1.235, 2.038], [-1.784, -0.955, 1.201], [-2.593, -1.868, 0.661], [-3.381, -1.427, -0.370], [-3.992, -2.394, -1.068], [-3.479, 0.198, -0.760], [0.008, -0.072, 2.292], [0.718, 0.080, 3.473], [1.482, 1.220, 3.665], [1.515, 2.186, 2.675], [0.793, 1.964, 1.513], [0.074, 0.857, 1.320], [-0.360, -3.257, 1.761], [0.208, -2.610, 3.298], [-1.511, -3.001, 3.092], [-2.380, -2.855, 0.714], [-3.396, -3.190, -1.300], [-4.436, -2.032, -1.897], [0.649, -0.672, 4.247], [2.044, 1.349, 4.581], [2.093, 3.092, 2.789], [0.807, 2.676, 0.696], [-1.795, -3.728, -3.142], [-0.137, -2.145, -3.083], [-0.961, 0.152, -3.349], [0.393, -1.870, -0.763], [1.686, -2.406, -4.394], [2.057, 1.050, -2.551], [3.359, 0.851, -2.797], [3.971, 0.662, -1.577], [2.924, 0.728, -0.647], [1.769, 0.972, -1.248], [1.289, 1.124, -3.209], [3.744, 0.820, -3.803], [5.011, 0.452, -1.393], [2.955, 0.585, 0.423], [-1.415, 4.774, -0.690], [-1.460, 3.419, -0.965], [-0.128, 2.928, -1.297], [-2.327, 3.084, -2.006], [-1.814, 2.653, 0.187]], "nbo_charge": [1.29, -0.70, 0.24, -0.20, -0.44, 0.32, -0.80, -0.09, 0.19, -0.24, -0.15, -0.25, 0.09, -0.46, 0.27, 0.23, 0.23, 0.40, 0.43, 0.42, 0.22, 0.22, 0.23, 0.25, -0.91, 1.42, -0.77, -0.87, -0.83, -0.32, -0.01, -0.35, -0.03, -0.30, 0.45, 0.23, 0.22, 0.20, -0.55, 1.35, -0.55, -0.54, -0.55], "de_lowest_kcal_mol": 18.29, "e_homo_ev": -4.8, "e_lumo_ev": 1.432, "homo_lumo_gap_ev": 6.22, "total_charge": -1}



No. 3
{"formula": "C11H14BHfN7S", "method": "the ωB97M-V functional and the def2-TZVPD basis", "symbols": ["H", "N", "B", "N", "C", "Hf", "H", "C", "H", "C", "H", "C", "H", "H", "H", "N", "N", "N", "N", "C", "C", "H", "H", "C", "C", "C", "C", "H", "H", "H", "H", "H", "S", "C", "N"], "positions_angstrom": [[-0.963, -3.079, -1.937], [-0.974, -1.013, -1.399], [-1.465, 1.223, -0.327], [-1.918, -0.099, -1.007], [-3.084, -0.759, -0.869], [1.456, -0.584, 0.037], [-3.969, -0.225, -0.545], [-2.882, -2.091, -1.261], [-3.636, -2.851, -1.263], [-1.556, -2.222, -1.626], [-2.344, 2.033, -0.385], [3.088, -0.452, 1.395], [3.781, -1.293, 1.204], [2.815, -0.466, 2.460], [3.626, 0.491, 1.183], [-0.141, 1.759, -0.995], [-1.130, 0.815, 1.143], [1.040, 0.980, -1.062], [-0.064, -0.043, 1.388], [0.111, 2.954, -1.529], [-1.736, 1.114, 2.300], [-0.646, 3.727, -1.506], [-2.573, 1.795, 2.321], [1.426, 3.004, -1.983], [-1.072, 0.460, 3.340], [1.998, 1.773, -1.694], [-0.040, -0.272, 2.745], [1.907, 3.849, -2.453], [-1.306, 0.495, 4.387], [3.000, 1.403, -1.875], [0.723, -0.894, 3.196], [-0.224, -0.642, -1.982], [0.929, -3.101, 0.002], [2.391, -3.686, -0.522], [3.432, -4.103, -0.876]], "nbo_charge": [0.29, -0.38, 0.52, -0.29, 0.12, 2.31, 0.27, -0.29, 0.29, 0.07, 0.03, -1.31, 0.30, 0.29, 0.27, -0.30, -0.31, -0.67, -0.56, 0.13, 0.09, 0.28, 0.26, -0.28, -0.29, 0.04, 0.06, 0.29, 0.28, 0.27, 0.26, 0.43, -0.22, -0.03, -0.22], "de_lowest_kcal_mol": 35.53, "e_homo_ev": -15.7, "e_lumo_ev": -7.865, "homo_lumo_gap_ev": 7.79, "total_charge": 2}



No. 4
{"formula": "C11H14BN2O6", "method": "the ωB97M-V functional and the def2-TZVPD basis", "symbols": ["O", "C", "N", "C", "C", "C", "C", "C", "N", "C", "C", "C", "C", "B", "O", "O", "H", "H", "H", "H", "H", "H", "H", "H", "H", "H", "H", "H", "H", "C", "O", "O", "O", "H"], "positions_angstrom": [[3.704, 0.170, 1.439], [2.565, 0.071, 0.714], [1.213, 0.718, 1.084], [0.454, 0.677, -0.240], [-1.024, 1.376, -0.341], [-1.963, 1.632, 1.005], [-3.425, 2.402, 0.750], [-3.764, 2.832, -0.794], [-2.942, 2.585, -2.027], [-1.632, 1.893, -1.772], [0.732, -0.787, -0.923], [2.388, -0.816, -0.693], [3.051, -2.315, -0.674], [4.682, -2.197, -0.915], [5.265, -1.961, -2.276], [5.637, -2.321, 0.241], [0.711, -0.051, 1.592], [1.114, 1.394, -0.928], [-1.620, 1.296, 2.094], [-4.157, 2.661, 1.642], [-4.795, 3.413, -0.955], [-0.941, 1.701, -2.726], [0.401, -0.998, -2.025], [0.238, -1.595, -0.208], [2.916, -0.142, -1.517], [2.784, -2.909, 0.320], [2.625, -2.924, -1.597], [4.777, -1.211, -2.729], [5.984, -1.368, 0.333], [-4.733, -0.383, 2.545], [-5.809, 0.151, 2.909], [-4.963, -1.543, 1.946], [-3.544, -0.010, 2.655], [-5.928, -1.441, 2.071]], "nbo_charge": [-0.57, 0.70, -0.64, -0.08, -0.11, -0.12, -0.23, -0.01, -0.47, 0.00, -0.42, -0.31, -0.81, 1.22, -0.94, -0.94, 0.38, 0.19, 0.28, 0.28, 0.21, 0.20, 0.24, 0.22, 0.22, 0.26, 0.24, 0.49, 0.50, 0.94, -0.84, -0.74, -0.81, 0.48], "de_lowest_kcal_mol": 247.20, "e_homo_ev": -4.7, "e_lumo_ev": 1.761, "homo_lumo_gap_ev": 6.50, "total_charge": -1}



No. 5
{"formula": "C11H14BN7Os", "method": "the ωB97M-V functional and the def2-TZVPD basis", "symbols": ["H", "N", "B", "N", "C", "Os", "H", "C", "H", "C", "H", "C", "H", "H", "H", "N", "N", "N", "N", "C", "C", "H", "H", "C", "C", "C", "C", "H", "H", "H", "H", "H", "N", "C"], "positions_angstrom": [[1.833, 0.082, 3.142], [0.535, -0.393, 1.517], [-1.321, -1.216, 0.014], [-0.563, -1.218, 1.373], [-0.762, -1.876, 2.528], [1.317, 0.817, -0.075], [-1.575, -2.587, 2.593], [0.199, -1.452, 3.441], [0.313, -1.766, 4.457], [0.996, -0.516, 2.785], [-2.244, -1.970, 0.025], [1.694, 2.347, -1.242], [2.596, 2.727, -0.704], [0.956, 3.163, -1.213], [2.031, 2.106, -2.257], [-0.272, -1.546, -1.077], [-1.717, 0.247, -0.262], [0.876, -0.740, -1.241], [-0.754, 1.244, -0.328], [-0.185, -2.600, -1.888], [-2.920, 0.790, -0.451], [-1.000, -3.313, -1.867], [-3.775, 0.140, -0.432], [0.993, -2.515, -2.611], [-2.754, 2.153, -0.636], [1.634, -1.334, -2.212], [-1.389, 2.416, -0.539], [1.351, -3.216, -3.341], [-3.518, 2.870, -0.806], [2.578, -0.909, -2.545], [-0.846, 3.348, -0.610], [2.344, -0.203, 0.650], [1.727, 2.764, 2.407], [1.622, 2.156, 1.407]], "nbo_charge": [0.30, -0.22, 0.51, -0.25, 0.14, 1.26, 0.29, 0.00, 0.28, 0.02, 0.03, -0.86, 0.28, 0.25, 0.27, -0.31, -0.32, -0.40, -0.38, 0.10, 0.08, 0.27, 0.26, -0.29, -0.28, 0.06, 0.05, 0.28, 0.27, 0.26, 0.25, 0.07, -0.22, -0.08], "de_lowest_kcal_mol": 20.18, "e_homo_ev": [-16.6, -16.5], "e_lumo_ev": [-7.375, -12.119], "homo_lumo_gap_ev": [9.23, 4.34], "total_charge": 2, "multiplicity": 5}



No. 6
{"formula": "C11H14ClI2NOPPm", "method": "the ωB97M-V functional and the def2-TZVPD basis", "symbols": ["I", "I", "Pm", "P", "C", "C", "H", "H", "H", "C", "H", "H", "H", "H", "H", "H", "C", "O", "Cl", "N", "C", "C", "C", "C", "C", "C", "C", "H", "H", "H", "H", "H"], "positions_angstrom": [[5.096, 0.892, -2.168], [3.870, -1.579, -1.959], [0.882, -0.865, -0.819], [-0.660, -0.067, -3.272], [0.256, 0.025, -4.859], [-1.852, -1.362, -3.808], [-2.530, 1.423, -2.863], [-2.246, 1.149, -4.618], [-1.168, 2.288, -3.732], [-1.753, 1.356, -3.637], [-2.653, -1.422, -3.063], [-2.293, -1.029, -4.786], [-0.552, 0.011, -5.639], [0.903, -0.864, -4.965], [-1.333, -2.325, -3.962], [0.820, 0.975, -4.922], [1.980, 0.544, -2.436], [2.743, 1.043, -3.258], [-1.669, 0.071, -0.748], [1.004, -0.360, 1.494], [0.476, -0.180, 2.606], [0.241, 0.010, 4.000], [-1.059, 0.213, 4.546], [-1.200, 0.159, 5.941], [-0.057, -0.042, 6.724], [1.216, -0.138, 6.198], [1.385, -0.092, 4.840], [-1.941, 0.421, 3.865], [-2.188, 0.258, 6.366], [-0.190, -0.129, 7.789], [2.089, -0.263, 6.798], [2.384, -0.119, 4.345]], "nbo_charge": [0.26, 0.07, 1.82, 0.86, -0.97, -0.92, 0.27, 0.25, 0.25, -0.92, 0.26, 0.26, 0.25, 0.23, 0.24, 0.24, 0.38, -0.48, -0.55, -0.71, 0.64, -0.29, -0.10, -0.20, -0.10, -0.20, -0.10, 0.25, 0.25, 0.25, 0.25, 0.24], "e_homo_ev": [-15.0, -15.0], "e_lumo_ev": [-9.027, -9.005], "homo_lumo_gap_ev": [6.02, 6.04], "total_charge": 2, "multiplicity": 5}



No. 7
{"formula": "C11H14ClNS", "method": "the ωB97M-V functional and the def2-TZVPD basis", "symbols": ["S", "N", "C", "Cl", "C", "C", "C", "C", "C", "C", "H", "H", "H", "H", "H", "H", "C", "C", "C", "C", "H", "H", "H", "H", "H", "H", "H", "H"], "positions_angstrom": [[-3.021, -1.416, -1.849], [-1.449, -1.919, -1.695], [-0.679, -1.856, -0.662], [0.761, -2.809, -0.834], [-0.763, -1.046, 0.613], [-1.615, 0.061, 0.680], [-1.565, 0.817, 1.823], [-0.810, 0.477, 2.902], [0.024, -0.606, 2.908], [0.102, -1.343, 1.737], [-3.005, -2.094, -3.119], [-2.073, 0.537, -0.138], [-2.158, 1.653, 1.828], [-0.863, 1.022, 3.875], [0.555, -0.973, 3.823], [0.788, -2.302, 1.819], [0.602, 0.845, -2.377], [1.175, 0.913, -1.212], [0.834, 2.067, -0.315], [2.350, -0.050, -0.936], [-0.109, 1.546, -2.779], [0.701, 0.075, -3.200], [1.550, 2.952, -0.488], [0.985, 1.671, 0.706], [-0.196, 2.359, -0.483], [2.968, 0.814, -0.849], [2.179, -0.700, -0.012], [2.731, -0.695, -1.766]], "nbo_charge": [0.22, -0.60, 0.24, 0.00, -0.14, -0.21, -0.15, -0.22, -0.22, -0.18, 0.14, 0.23, 0.20, 0.22, 0.23, 0.24, -0.42, 0.01, -0.65, -0.65, 0.18, 0.20, 0.22, 0.22, 0.22, 0.22, 0.22, 0.23], "de_lowest_kcal_mol": 55.55, "e_homo_ev": -8.5, "e_lumo_ev": 0.071, "smiles": "S/N=C(/Cl)c1ccccc1.C=C(C)C", "homo_lumo_gap_ev": 8.60, "total_charge": 0}



No. 8
{"formula": "C11H14F2", "method": "the ωB97M-V functional and the def2-TZVPD basis", "symbols": ["C", "C", "C", "C", "C", "C", "F", "C", "C", "F", "C", "C", "C", "H", "H", "H", "H", "H", "H", "H", "H", "H", "H", "H", "H", "H", "H"], "positions_angstrom": [[0.060, 2.544, 0.278], [0.895, 1.580, 0.007], [2.217, 1.332, -0.676], [2.233, 0.022, -0.303], [3.261, -0.969, -0.444], [0.971, 0.150, 0.489], [1.135, -0.149, 1.854], [-0.308, -0.936, -0.072], [-0.176, -2.371, 0.492], [-0.012, -0.859, -1.430], [-1.514, -0.340, 0.352], [-2.319, 0.292, -0.477], [-3.625, 0.926, -0.150], [-0.759, 2.394, 1.082], [0.280, 3.562, 0.078], [2.789, 1.935, -1.375], [4.027, -0.735, 0.189], [3.541, -1.093, -1.432], [3.044, -1.983, -0.185], [-0.995, -3.026, 0.225], [-0.078, -2.473, 1.522], [0.702, -2.817, 0.204], [-1.796, -0.591, 1.318], [-1.810, 0.496, -1.454], [-4.449, 0.373, -0.616], [-3.684, 0.715, 0.916], [-3.628, 2.018, -0.392]], "nbo_charge": [-0.41, -0.05, -0.18, 0.04, -0.67, 0.31, -0.37, 0.35, -0.65, -0.36, -0.28, -0.14, -0.65, 0.21, 0.20, 0.21, 0.24, 0.23, 0.22, 0.22, 0.23, 0.22, 0.21, 0.21, 0.22, 0.21, 0.22], "de_lowest_kcal_mol": 0.00, "e_homo_ev": -8.5, "e_lumo_ev": 0.953, "smiles": "C=C1C=C(C)[C@]1(F)[C@](C)(F)/C=C/C", "homo_lumo_gap_ev": 9.44, "total_charge": 0}